{"formula": "C26H52FN3O34S7", "method": "the ωB97M-V functional and the def2-TZVPD basis", "smiles": "O=C1OC[C@@H](F)O1.O=S1(=O)OCCO1.O=S1(=O)OCCO1.O=S1(=O)OCCO1.O=S1(=O)OCCO1.O=S1(=O)OCCO1.O=S1(=O)OCCO1.O=S1(=O)OCCO1.CNC(C)=O.CNC(C)=O.CNC(C)=O", "homo_ev": -9.41, "species": ["O", "C", "O", "C", "C", "F", "O", "H", "H", "H", "O", "S", "O", "O", "C", "C", "O", "H", "H", "H", "H", "O", "S", "O", "O", "C", "C", "O", "H", "H", "H", "H", "O", "S", "O", "O", "C", "C", "O", "H", "H", "H", "H", "O", "S", "O", "O", "C", "C", "O", "H", "H", "H", "H", "O", "S", "O", "O", "C", "C", "O", "H", "H", "H", "H", "O", "S", "O", "O", "C", "C", "O", "H", "H", "H", "H", "O", "S", "O", "O", "C", "C", "O", "H", "H", "H", "H", "C", "N", "C", "C", "O", "H", "H", "H", "H", "H", "H", "H", "C", "N", "C", "C", "O", "H", "H", "H", "H", "H", "H", "H", "C", "N", "C", "C", "O", "H", "H", "H", "H", "H", "H", "H"], "coordinates": [[-2.03, 1.04, -0.71], [-1.02, 0.44, -0.60], [-0.47, -0.39, -1.49], [0.65, -0.91, -0.90], [1.04, 0.11, 0.17], [1.81, 1.05, -0.42], [-0.26, 0.53, 0.49], [0.39, -1.91, -0.55], [1.53, -0.93, -1.55], [1.58, -0.35, 1.00], [-1.39, -6.20, 6.71], [-0.43, -6.04, 5.66], [0.72, -5.11, 5.74], [0.14, -7.55, 5.15], [-0.63, -7.98, 4.02], [-1.59, -6.96, 3.57], [-1.22, -5.73, 4.26], [0.14, -8.22, 3.29], [-1.12, -8.90, 4.31], [-2.62, -7.27, 3.74], [-1.50, -6.83, 2.49], [4.93, -5.54, -0.10], [6.00, -5.61, 0.91], [6.10, -6.80, 1.79], [7.47, -5.45, 0.07], [8.36, -4.66, 0.79], [7.44, -3.65, 1.50], [6.21, -4.25, 1.81], [8.84, -5.24, 1.58], [9.20, -4.22, 0.25], [7.35, -2.75, 0.90], [7.85, -3.23, 2.42], [2.74, 2.63, 8.09], [2.58, 1.16, 7.80], [3.57, 0.53, 6.89], [2.62, 0.28, 9.22], [1.37, 0.13, 9.94], [0.29, 0.66, 8.95], [0.97, 0.71, 7.67], [1.39, -0.89, 10.31], [1.50, 0.70, 10.86], [0.02, 1.69, 9.16], [-0.60, 0.03, 8.88], [7.76, 2.70, -5.04], [6.83, 1.77, -5.73], [5.55, 2.31, -6.15], [7.61, 0.86, -6.87], [7.14, -0.45, -7.06], [6.59, -0.84, -5.70], [6.52, 0.36, -4.92], [6.45, -0.36, -7.89], [7.96, -1.09, -7.39], [7.26, -1.58, -5.25], [5.62, -1.32, -5.77], [0.66, 9.34, 1.03], [-0.46, 9.37, 1.98], [-0.98, 10.68, 2.47], [-1.63, 8.31, 1.46], [-1.85, 7.30, 2.38], [-0.53, 7.15, 3.07], [-0.18, 8.47, 3.29], [-2.59, 7.63, 3.11], [-2.05, 6.39, 1.81], [0.12, 6.67, 2.33], [-0.55, 6.51, 3.95], [-2.75, 9.33, -4.14], [-2.18, 9.14, -5.45], [-2.18, 10.36, -6.33], [-0.66, 8.53, -5.34], [-0.69, 7.13, -5.20], [-2.10, 6.62, -5.45], [-2.74, 7.74, -6.07], [0.04, 6.50, -5.72], [-0.44, 6.99, -4.15], [-2.65, 6.38, -4.54], [-2.04, 5.69, -6.01], [-7.55, 3.79, -3.24], [-8.65, 4.73, -3.04], [-9.37, 5.35, -4.19], [-9.68, 4.11, -1.97], [-9.20, 4.27, -0.59], [-8.74, 5.74, -0.62], [-8.23, 5.92, -1.97], [-10.00, 4.19, 0.14], [-8.37, 3.58, -0.45], [-8.06, 6.12, 0.14], [-9.54, 6.48, -0.64], [-10.34, -5.72, 0.96], [-8.89, -5.92, 0.62], [-8.07, -5.07, 0.10], [-8.42, -3.57, -0.18], [-7.02, -5.46, -0.27], [-10.99, -6.51, 0.58], [-10.69, -4.85, 0.40], [-10.57, -5.49, 2.00], [-8.57, -6.87, 0.70], [-7.62, -2.85, -0.01], [-9.25, -3.24, 0.45], [-8.67, -3.36, -1.22], [-1.48, -9.29, -4.99], [-1.35, -9.92, -6.28], [-2.37, -10.40, -6.95], [-2.10, -11.20, -8.26], [-3.51, -10.37, -6.55], [-0.98, -8.32, -4.95], [-0.98, -9.93, -4.26], [-2.46, -9.15, -4.54], [-0.42, -10.16, -6.60], [-2.30, -12.27, -8.18], [-1.02, -11.15, -8.43], [-2.55, -10.76, -9.15], [6.77, 7.62, 4.04], [7.45, 6.47, 3.58], [7.85, 6.24, 2.33], [8.37, 4.78, 2.16], [7.86, 7.12, 1.41], [7.46, 8.37, 4.44], [6.19, 7.27, 4.90], [6.11, 8.09, 3.32], [7.71, 5.70, 4.17], [9.34, 4.74, 1.68], [7.62, 4.24, 1.58], [8.46, 4.19, 3.07]]}


{"formula": "C28H25BN9O2RuS", "method": "the ωB97M-V functional and the def2-TZVPD basis", "homo_ev": [-7.77, -7.85], "multiplicity": 2, "species": ["Ru", "C", "C", "C", "C", "C", "C", "N", "C", "C", "C", "C", "C", "C", "N", "N", "C", "C", "C", "C", "C", "N", "H", "H", "H", "H", "H", "H", "H", "H", "H", "H", "H", "H", "H", "N", "C", "C", "C", "C", "C", "C", "S", "O", "O", "N", "C", "N", "C", "C", "C", "N", "H", "H", "H", "H", "H", "H", "H", "H", "H", "B", "C", "N", "H", "H", "H"], "coordinates": [[0.27, 0.30, -0.70], [-0.24, 5.60, -1.94], [0.92, 5.34, -1.22], [1.02, 4.21, -0.44], [-0.04, 3.29, -0.39], [-1.19, 3.55, -1.14], [-1.30, 4.71, -1.89], [0.00, 2.10, 0.31], [0.38, 1.95, 1.61], [0.67, 2.98, 2.51], [1.02, 2.67, 3.82], [1.03, 1.36, 4.27], [0.65, 0.32, 3.42], [0.35, 0.60, 2.10], [-0.02, -0.30, 1.15], [-0.49, -1.48, 1.44], [-0.94, -2.17, 0.39], [-1.45, -3.48, 0.56], [-1.91, -4.16, -0.53], [-1.86, -3.56, -1.79], [-1.36, -2.28, -1.89], [-0.94, -1.58, -0.85], [-0.31, 6.50, -2.54], [1.75, 6.03, -1.26], [1.93, 4.01, 0.10], [-2.01, 2.84, -1.09], [-2.21, 4.92, -2.43], [0.61, 4.01, 2.18], [1.28, 3.47, 4.50], [1.31, 1.14, 5.28], [0.63, -0.70, 3.76], [-1.42, -3.90, 1.56], [-2.29, -5.17, -0.42], [-2.19, -4.09, -2.67], [-1.30, -1.78, -2.85], [6.31, -3.99, -4.63], [5.43, -3.66, -3.64], [4.24, -2.99, -3.94], [3.30, -2.76, -2.96], [3.55, -3.18, -1.67], [4.73, -3.80, -1.33], [5.68, -4.03, -2.31], [2.22, -2.93, -0.52], [2.57, -3.27, 0.83], [1.06, -3.59, -1.06], [1.94, -1.30, -0.64], [2.92, -0.55, -0.19], [4.14, -1.05, 0.01], [5.06, -0.26, 0.53], [4.80, 1.06, 0.87], [3.53, 1.52, 0.59], [2.60, 0.75, 0.04], [6.18, -3.60, -5.55], [7.22, -4.33, -4.40], [4.05, -2.67, -4.96], [2.37, -2.26, -3.18], [4.90, -4.09, -0.30], [6.61, -4.53, -2.06], [6.03, -0.71, 0.67], [5.54, 1.69, 1.34], [3.23, 2.54, 0.81], [0.98, 1.59, -5.05], [0.70, 1.19, -3.61], [0.46, 0.90, -2.51], [-0.08, 1.84, -5.55], [1.54, 0.70, -5.61], [1.67, 2.57, -5.08]]}


{"formula": "C6H3BrNO3S", "method": "the ωB97M-V functional and the def2-TZVPD basis", "smiles": "O=C(O)/C(Br)=C(\\[O-])c1cncs1", "homo_ev": -4.27, "charge": -1, "species": ["O", "C", "O", "C", "Br", "C", "O", "C", "C", "N", "C", "S", "H", "H", "H"], "coordinates": [[-4.51, -0.64, -0.01], [-3.43, -1.06, 0.28], [-3.31, -2.33, 0.64], [-2.33, -0.07, 0.48], [-2.82, 1.69, -0.12], [-1.03, -0.57, 0.55], [-0.94, -1.81, 0.83], [0.19, 0.22, 0.49], [0.57, 1.50, 0.20], [1.88, 1.85, 0.45], [2.56, 0.80, 0.77], [1.63, -0.62, 0.90], [-2.21, -2.34, 0.74], [0.00, 2.37, -0.27], [3.57, 0.79, 0.93]]}


{"formula": "C22H27CsFN5O5S", "method": "the ωB97M-V functional and the def2-TZVPD basis", "e_above_lowest_kj_mol": 16.7, "homo_ev": -6.90, "species": ["Cs", "C", "C", "N", "C", "C", "C", "O", "O", "C", "O", "C", "C", "C", "F", "C", "C", "C", "N", "C", "C", "N", "C", "C", "H", "H", "H", "H", "H", "H", "H", "H", "H", "H", "H", "H", "H", "H", "H", "H", "H", "H", "O", "C", "O", "C", "N", "C", "C", "C", "H", "H", "H", "H", "H", "H", "H", "H", "H", "S", "C", "N"], "coordinates": [[0.41, -0.54, 1.14], [0.77, 1.54, -5.71], [0.68, 2.82, -4.90], [1.07, 2.67, -3.50], [0.11, 2.43, -2.57], [0.29, 2.26, -1.24], [-0.98, 1.91, -0.46], [-0.97, 2.04, 0.77], [-1.90, 1.44, -1.18], [1.64, 2.33, -0.69], [1.97, 2.14, 0.48], [2.68, 2.55, -1.74], [4.01, 2.55, -1.32], [5.01, 2.64, -2.24], [6.32, 2.61, -1.86], [4.74, 2.74, -3.60], [3.43, 2.76, -4.03], [2.38, 2.67, -3.10], [5.79, 2.71, -4.58], [6.41, 1.38, -4.67], [7.48, 1.44, -5.78], [7.15, 2.63, -6.63], [7.40, 3.91, -5.88], [6.82, 3.74, -4.47], [0.43, 1.73, -6.73], [0.16, 0.76, -5.26], [1.79, 1.14, -5.74], [-0.34, 3.18, -4.89], [1.29, 3.62, -5.33], [-0.90, 2.33, -2.95], [4.22, 2.44, -0.26], [3.24, 2.81, -5.09], [5.63, 0.66, -4.92], [6.88, 1.07, -3.73], [7.48, 0.55, -6.40], [8.48, 1.61, -5.39], [6.15, 2.60, -6.82], [7.66, 2.62, -7.51], [6.91, 4.71, -6.44], [8.48, 4.09, -5.88], [6.36, 4.67, -4.15], [7.60, 3.48, -3.75], [1.89, -0.07, -3.23], [1.37, -0.95, -2.57], [2.05, -1.57, -1.63], [-0.07, -1.38, -2.82], [-0.89, -1.30, -1.60], [-1.78, -2.48, -1.54], [-1.65, -3.16, -2.91], [-0.21, -2.83, -3.30], [-0.45, -0.70, -3.59], [-1.42, -0.43, -1.59], [1.60, -2.37, -1.20], [-2.80, -2.17, -1.32], [-1.45, -3.16, -0.76], [-2.35, -2.72, -3.62], [-1.84, -4.23, -2.86], [-0.01, -2.93, -4.36], [0.47, -3.47, -2.75], [0.01, -4.11, 2.23], [0.69, -3.90, 0.75], [1.16, -3.67, -0.30]]}


{"formula": "CH4N6O", "method": "the ωB97M-V functional and the def2-TZVPD basis", "smiles": "N/N=c1/nnon1N", "e_above_lowest_kj_mol": 423.1, "homo_ev": -8.38, "species": ["N", "N", "C", "N", "N", "O", "N", "N", "H", "H", "H", "H"], "coordinates": [[0.16, 1.97, -0.96], [-0.64, 1.52, -0.02], [-0.75, 0.25, 0.17], [-1.81, -0.05, 1.03], [-1.92, -1.19, 1.05], [-0.97, -1.83, 0.19], [0.05, -0.71, -0.12], [1.36, -1.04, 0.37], [1.08, 1.48, -1.30], [0.45, 3.01, -1.17], [1.68, -1.71, -0.46], [1.31, -1.68, 1.23]]}


{"formula": "C3H6N2OS", "method": "the ωB97M-V functional and the def2-TZVPD basis", "e_above_lowest_kj_mol": 598.1, "homo_ev": -8.21, "species": ["C", "C", "C", "N", "N", "O", "S", "H", "H", "H", "H", "H", "H"], "coordinates": [[-0.65, 0.54, 0.66], [0.93, -2.10, -0.21], [-1.96, 0.64, 0.02], [0.32, -1.87, 0.71], [0.38, 0.98, -0.10], [2.57, -0.09, -0.54], [1.99, 0.90, 0.39], [1.64, 0.29, 1.83], [1.29, -2.46, -1.20], [-1.92, 0.62, -1.07], [-2.40, 1.64, 0.26], [-2.66, -0.23, 0.38], [0.45, 1.14, -1.13]]}


{"formula": "C5H14N2O2", "method": "the ωB97M-V functional and the def2-TZVPD basis", "e_above_lowest_kj_mol": 376.0, "homo_ev": -9.04, "species": ["C", "C", "C", "N", "N", "H", "H", "H", "H", "H", "H", "H", "H", "H", "H", "C", "C", "O", "O", "H", "H", "H", "H"], "coordinates": [[1.61, 0.09, -0.39], [1.28, -0.21, 1.07], [2.55, -0.96, -0.98], [0.44, 0.12, -1.28], [-0.53, 1.13, -0.93], [-0.08, -0.76, -1.19], [2.09, 1.07, -0.46], [-0.96, 1.03, 0.10], [-0.09, 2.04, -1.02], [2.77, -0.74, -2.02], [0.64, -1.09, 1.14], [2.19, -0.39, 1.64], [0.76, 0.63, 1.54], [2.10, -1.95, -0.91], [3.49, -0.98, -0.43], [-2.34, 0.59, 1.33], [-2.37, -0.68, 0.08], [-2.69, -0.19, -1.04], [-1.76, -1.66, 0.41], [-1.66, 0.65, -1.58], [-2.60, 1.61, 1.02], [-1.57, 0.43, 2.07], [-3.25, 0.23, 1.81]]}


{"formula": "C20H15ClFN3O5S", "method": "the ωB97M-V functional and the def2-TZVPD basis", "smiles": "O=C(NCc1ccc2c(c1)OCO2)c1nc(S(=O)(=O)Cc2ccccc2F)ncc1Cl", "homo_ev": -8.30, "species": ["O", "C", "N", "C", "C", "C", "C", "C", "C", "C", "O", "C", "O", "C", "N", "C", "S", "O", "O", "C", "C", "C", "C", "C", "C", "C", "F", "N", "C", "C", "Cl", "H", "H", "H", "H", "H", "H", "H", "H", "H", "H", "H", "H", "H", "H", "H"], "coordinates": [[-2.37, 1.19, 3.55], [-1.31, 1.05, 2.98], [-1.01, 1.54, 1.77], [-2.00, 2.08, 0.87], [-2.06, 1.28, -0.41], [-1.74, -0.07, -0.43], [-1.78, -0.83, -1.59], [-2.16, -0.18, -2.74], [-2.50, 1.17, -2.74], [-2.45, 1.93, -1.59], [-2.83, 1.57, -4.01], [-2.72, 0.41, -4.81], [-2.27, -0.67, -4.02], [-0.18, 0.24, 3.56], [0.63, -0.33, 2.67], [1.55, -1.16, 3.11], [2.47, -2.05, 1.80], [3.49, -2.85, 2.39], [1.47, -2.70, 1.00], [3.28, -0.71, 0.81], [2.61, -0.59, -0.51], [2.74, -1.59, -1.47], [2.08, -1.49, -2.68], [1.28, -0.40, -2.96], [1.13, 0.61, -2.02], [1.79, 0.49, -0.81], [1.63, 1.47, 0.11], [1.80, -1.46, 4.37], [1.04, -0.87, 5.28], [-0.01, -0.01, 4.92], [-0.99, 0.70, 6.11], [-0.11, 1.31, 1.38], [-1.77, 3.12, 0.64], [-2.96, 2.04, 1.39], [-1.44, -0.56, 0.49], [-1.51, -1.87, -1.59], [-2.70, 2.97, -1.61], [-3.71, 0.17, -5.24], [-2.00, 0.59, -5.63], [3.22, 0.19, 1.41], [4.32, -1.04, 0.72], [3.35, -2.44, -1.25], [2.18, -2.28, -3.41], [0.77, -0.33, -3.90], [0.52, 1.47, -2.21], [1.26, -1.10, 6.31]]}